Entry from the OMol25 dataset: 8 unconnected molecules or ions with the total composition C41H92BrIN4O9PS (the ωB97M-V functional and the def2-TZVPD basis).

Calculated values
- HOMO energy (eV) = -11.3
- 2S+1 = 1
- gap between HOMO and LUMO (eV) = 8.373
- DFT total energy (Eh) = -6124.01700
- charge = +1

XYZ file:
```
150
Properties=species:S:1:pos:R:3:forces:R:3:mulliken_charge:R:1
C 6.110 -3.368 4.093 -10.17 -0.98 -1.34 -0.5711
C 4.743 -3.655 3.800 8.75 2.27 2.52 -0.1247
C 3.094 -3.802 3.561 2.22 0.69 0.23 -0.4154
C 2.742 -2.655 2.396 -0.95 -0.84 0.97 0.2359
O 3.812 -1.661 2.475 -2.00 0.63 -1.77 -0.0922
C 3.592 -0.477 1.656 0.88 1.23 1.28 0.8781
C 4.565 0.711 2.326 -0.44 0.03 -0.39 -0.9075
C 4.635 0.640 3.963 -5.39 -0.89 2.90 0.2022
O 3.558 0.441 4.730 6.75 1.26 -5.15 -0.4946
I 6.656 0.953 4.857 -1.65 -0.32 -0.64 0.0922
P 4.383 -0.762 -0.103 1.09 -1.60 -0.36 0.1040
S 4.872 -2.649 -0.388 -0.57 0.77 0.02 -0.3638
C 2.100 0.162 1.615 1.61 1.91 0.30 -1.4241
N 0.940 -0.855 1.682 0.86 0.81 0.21 0.7823
C -0.251 -0.077 2.198 -2.71 2.14 1.27 -0.0331
C -0.523 1.366 1.475 0.63 1.00 0.69 -0.6498
C -2.059 1.960 1.711 1.10 0.66 0.07 -0.1569
C -2.585 1.820 3.259 -0.66 0.23 -0.01 -0.5210
C -4.217 2.184 3.234 1.44 -0.51 0.01 -0.4602
C -4.969 0.844 2.662 0.10 0.05 0.61 -0.5587
C 0.810 -1.416 0.301 -1.17 -0.76 -3.59 -0.1780
C -0.458 -2.397 -0.008 -0.25 -0.11 -1.83 -0.5242
C -1.872 -1.579 -0.372 -0.31 -1.10 0.62 -0.1865
C -3.010 -2.200 0.644 -0.84 1.23 0.91 0.1612
N -3.464 -3.617 0.255 0.38 0.17 3.03 -0.2182
C -3.737 -4.380 1.559 1.97 -4.25 1.59 0.4617
N -3.106 -5.588 1.882 -2.40 5.20 -2.13 -0.7104
N -4.758 -3.904 2.612 1.90 -0.40 -0.86 -0.5383
C 1.353 -1.806 2.780 2.81 -0.48 2.13 -0.4555
Br -0.082 -2.922 3.594 0.81 0.61 -0.93 -0.0026
H 7.052 -2.807 4.567 -2.54 -1.80 -1.43 0.3009
H 2.613 -3.534 4.610 1.00 -0.67 -2.35 0.3243
H 2.834 -4.900 3.202 0.48 2.52 0.81 0.3859
H 2.662 -3.246 1.393 0.31 1.50 1.60 0.1928
H 4.053 1.731 1.983 1.36 -1.92 0.96 0.2697
H 5.643 0.648 1.865 -2.13 0.17 1.20 0.6191
H 5.647 -0.022 -0.223 -1.48 0.09 0.31 0.1377
H 3.516 -0.231 -1.129 0.32 0.16 0.81 0.0974
H 2.019 0.919 2.532 -0.04 -1.97 -1.88 0.4222
H 2.054 0.822 0.621 -0.28 -1.62 2.23 0.2862
H -0.031 0.161 3.346 -0.36 -0.68 -2.56 0.5790
H -1.270 -0.656 2.184 2.38 0.56 -0.25 -0.7115
H 0.191 2.154 2.018 -1.44 -1.67 -1.30 0.3745
H -0.214 1.362 0.344 -0.82 -0.01 2.08 0.1652
H -1.981 3.132 1.495 -0.23 -2.62 0.26 0.1626
H -2.773 1.509 0.901 1.16 0.66 1.80 0.2078
H -1.992 2.532 4.012 -1.19 -1.37 -1.91 0.2873
H -2.476 0.737 3.699 -0.19 1.94 -0.95 0.2300
H -4.545 2.474 4.323 0.46 -0.66 -2.21 0.3235
H -4.329 3.118 2.523 -0.04 -1.91 1.45 0.2001
H -6.068 0.797 3.092 2.19 0.05 -1.30 0.3603
H -4.403 -0.128 3.046 -1.20 2.06 -0.68 -0.0054
H -4.909 0.814 1.493 -0.48 0.10 2.24 0.1375
H 0.666 -0.479 -0.430 0.28 -2.03 1.76 0.2683
H 1.769 -1.966 -0.121 -1.62 1.22 1.58 -0.0118
H -0.191 -2.948 -1.034 -0.26 1.20 2.26 0.1753
H -0.640 -3.259 0.759 0.45 1.87 -1.17 0.2950
H -1.745 -0.411 -0.302 -0.36 -2.37 0.20 -0.0189
H -2.222 -1.811 -1.473 0.86 0.31 2.19 0.2563
H -3.967 -1.492 0.714 2.03 -1.57 -0.35 -0.3355
H -2.631 -2.307 1.770 -0.28 0.72 -2.33 -0.0240
H -2.657 -4.089 -0.207 -0.93 0.25 0.58 0.3087
H -2.459 -5.845 1.107 -0.58 0.20 0.43 0.2441
H -5.078 -4.734 3.198 0.97 1.16 -1.37 0.3348
H -4.291 -3.248 3.300 -0.64 -0.90 -1.31 0.2384
H 1.724 -1.093 3.668 -0.93 -1.60 -1.92 0.5315
C -1.469 -1.713 -5.513 -0.26 0.28 -0.03 -1.4665
C -0.730 -1.996 -4.214 0.16 -0.41 -0.72 0.7710
C 0.706 -2.422 -4.476 0.25 0.11 0.18 -1.3750
O -1.406 -3.028 -3.502 -0.10 -0.21 0.39 -0.4978
H -1.512 -2.608 -6.143 0.16 0.07 0.07 0.3586
H -2.505 -1.419 -5.310 0.18 0.02 0.00 0.3619
H -0.982 -0.911 -6.077 -0.07 -0.12 0.02 0.3741
H -0.739 -1.101 -3.583 -0.13 -0.17 0.11 0.1653
H 0.740 -3.342 -5.069 -0.07 0.16 -0.04 0.3584
H 1.222 -2.634 -3.533 -0.02 0.07 -0.08 0.3004
H 1.258 -1.642 -5.009 -0.03 -0.14 0.03 0.3884
H -1.403 -3.827 -4.055 -0.03 0.36 0.20 0.3246
C -6.396 -2.916 -2.744 0.04 -0.08 -0.35 -0.9619
C -7.626 -2.920 -1.852 0.62 0.12 0.35 0.5184
C -7.701 -1.660 -1.005 -0.33 0.22 0.07 -0.9544
O -7.587 -4.061 -0.999 -0.06 -0.16 0.07 -0.5664
H -5.478 -2.879 -2.147 -0.10 0.09 0.06 0.0880
H -6.348 -3.834 -3.339 -0.07 0.14 0.04 0.2801
H -6.404 -2.058 -3.424 0.04 -0.07 0.03 0.3773
H -8.528 -3.003 -2.468 0.06 -0.16 0.18 0.1942
H -6.830 -1.579 -0.345 0.06 -0.05 -0.14 -0.0114
H -8.585 -1.682 -0.358 0.09 0.00 -0.16 0.3416
H -7.749 -0.764 -1.632 0.01 -0.05 0.08 0.3609
H -6.789 -3.996 -0.447 -0.29 0.01 -0.23 0.3294
C -2.088 7.240 -0.898 0.26 0.11 0.13 -1.1926
C -2.374 5.747 -0.895 -0.54 0.61 -0.09 0.4514
C -3.690 5.433 -1.588 -0.06 -0.31 -0.18 -1.3655
O -2.426 5.279 0.451 0.02 -0.29 0.47 -0.5050
H -2.870 7.790 -0.362 -0.13 -0.14 -0.13 0.4179
H -1.145 7.452 -0.385 -0.28 -0.11 -0.27 0.2129
H -2.027 7.628 -1.919 0.06 -0.01 0.19 0.3505
H -1.558 5.215 -1.395 -0.04 -0.02 0.26 0.2699
H -4.529 5.918 -1.076 0.13 0.10 -0.06 0.3225
H -3.889 4.356 -1.567 0.07 0.11 -0.06 0.3248
H -3.677 5.766 -2.630 -0.05 -0.03 0.13 0.3932
H -3.148 5.746 0.903 0.32 -0.13 -0.25 0.3168
C 7.806 -3.864 -3.396 -0.11 -0.32 -0.13 -1.0265
C 8.175 -2.598 -4.153 0.06 -0.03 0.69 0.3202
C 9.369 -1.901 -3.520 0.28 0.18 -0.20 -1.1532
O 7.060 -1.711 -4.160 -0.28 0.26 -0.06 -0.5218
H 7.530 -3.635 -2.361 0.14 0.06 -0.05 0.1969
H 6.938 -4.348 -3.855 0.17 0.06 0.00 0.2851
H 8.639 -4.574 -3.386 -0.11 0.06 0.04 0.3742
H 8.403 -2.846 -5.195 -0.21 0.18 0.09 0.2879
H 9.147 -1.603 -2.489 -0.03 -0.17 -0.02 0.2725
H 9.615 -0.985 -4.068 -0.01 -0.18 0.01 0.3125
H 10.248 -2.553 -3.514 -0.08 0.10 0.05 0.3547
H 6.850 -1.485 -3.239 0.14 -0.23 -0.37 0.3029
C -8.939 -4.820 -6.450 0.25 -0.26 0.10 -1.2740
C -8.917 -3.356 -6.039 -0.55 -0.21 -0.44 0.9205
C -10.308 -2.863 -5.674 -0.08 0.23 0.28 -1.2873
O -8.404 -2.572 -7.112 0.16 0.17 -0.14 -0.5615
H -9.572 -4.970 -7.332 -0.06 0.08 0.14 0.3617
H -7.933 -5.158 -6.722 -0.12 0.06 0.11 0.3253
H -9.314 -5.452 -5.640 0.02 0.03 -0.12 0.3434
H -8.244 -3.224 -5.185 0.05 0.12 -0.23 -0.2475
H -10.989 -2.943 -6.528 0.08 -0.14 0.06 0.4020
H -10.279 -1.805 -5.392 0.04 -0.16 0.02 0.3135
H -10.724 -3.436 -4.840 -0.01 0.06 -0.10 0.3447
H -8.996 -2.683 -7.875 0.24 0.02 0.37 0.3559
C 8.225 2.350 8.682 -0.33 0.05 -0.02 -1.0774
C 8.969 1.035 8.516 0.33 0.57 0.29 0.3619
C 10.120 0.921 9.503 0.12 -0.31 0.14 -1.2757
O 9.475 0.943 7.187 -0.04 -0.04 -0.51 -0.5135
H 8.889 3.202 8.496 0.05 -0.11 0.13 0.3160
H 7.407 2.424 7.958 0.04 -0.07 0.13 0.2106
H 7.810 2.444 9.690 0.05 0.04 -0.13 0.3619
H 8.276 0.199 8.662 0.14 0.05 -0.24 0.2561
H 10.851 1.722 9.346 -0.16 0.04 0.03 0.3413
H 10.654 -0.025 9.363 -0.15 0.10 0.05 0.3127
H 9.762 0.972 10.535 0.08 0.01 -0.11 0.3714
H 10.091 1.681 7.049 -0.24 -0.32 0.12 0.3534
C 3.074 8.151 -2.230 0.18 -0.25 -0.19 -1.2872
C 1.639 8.610 -2.430 0.43 0.35 0.47 0.3547
C 1.508 10.115 -2.255 -0.22 0.21 -0.19 -1.2744
O 0.796 7.951 -1.488 -0.02 -0.18 0.09 -0.4476
H 3.423 8.385 -1.218 -0.06 0.14 -0.09 0.3486
H 3.150 7.065 -2.346 -0.03 0.15 -0.07 0.3033
H 3.745 8.629 -2.950 -0.03 -0.06 0.12 0.3782
H 1.297 8.325 -3.431 -0.11 -0.09 0.24 0.2530
H 1.802 10.419 -1.244 0.11 -0.09 -0.09 0.3398
H 0.468 10.429 -2.389 0.16 -0.07 -0.06 0.3116
H 2.133 10.651 -2.976 -0.07 -0.02 0.12 0.3818
H 1.092 8.198 -0.596 -0.06 -0.03 -0.41 0.3210
```
Forces are in eV/Å.